(1)
Entry from the OMol25 dataset: a molecular structure, C29H46InN4O4S2SbTe (ωB97M-V/def2-TZVPD).

Summary:
Relative energy (zero: lowest compared OMol25 entry of this formula, charge and spin), kJ/mol: 41.75
HOMO, eV: -13.429
Total charge: +2
Lowest unoccupied orbital energy, eV: -5.9727
Molar mass, g/mol: 943.02

Positions of all 88 atoms, in Å:
C  1.36784  -0.84521  3.20759
C  3.36779  -1.33836  -0.11776
H  -4.25340  1.03572  1.23993
H  3.02927  -5.70060  1.49477
C  3.04332  0.60527  -3.64559
N  1.30760  -2.46599  0.27250
H  -2.45876  -5.32663  -2.93964
C  -1.92499  1.70937  -3.21398
H  -3.18844  -0.01411  2.16973
C  1.16626  -4.68016  1.17086
C  -1.75654  3.70600  -4.51181
H  1.89549  -3.27050  -2.97468
H  3.34797  -2.28975  -2.61524
H  1.60333  -1.20129  4.21462
C  -2.73011  -5.35845  -1.88793
H  2.56103  2.08270  2.81237
H  2.94756  1.36081  1.24002
H  1.73248  2.10990  -0.83330
H  -1.93352  -0.14060  3.96302
H  0.38494  3.26335  -0.74305
H  3.43344  0.79149  -2.65120
C  -3.23647  0.63644  1.29700
H  1.29941  1.71738  4.13264
S  -0.86446  -2.88505  -2.14465
H  -2.19390  2.24416  -0.74265
C  -1.07181  -0.76726  3.74130
C  -0.87653  -3.24786  0.82851
N  -0.64876  1.78624  -2.81381
H  1.10301  2.85162  -2.94925
C  2.55888  2.24761  1.73682
C  0.68937  3.89496  1.93810
C  2.53969  -2.46578  -3.31999
H  -3.72190  0.43828  -3.15949
C  0.13621  0.05149  3.29122
C  -0.43260  3.78226  -4.12283
H  -1.37119  -1.52208  3.01833
C  -2.55329  -2.57718  -1.83068
H  0.20879  4.58256  -4.46337
H  -3.55561  2.53011  -4.33746
H  0.48298  0.68891  5.29506
O  -1.35532  -2.13182  0.77999
H  0.53824  3.72083  3.00080
C  -2.51893  2.64262  -4.05035
H  -1.82658  3.63976  0.27685
C  -2.70961  0.55135  -2.77919
C  2.63291  -2.57454  0.29442
H  -0.44573  1.86656  4.38313
H  3.25571  3.06779  1.53956
O  4.68616  -1.49381  -0.09744
N  -3.10931  -1.41440  -1.79565
H  0.53523  -5.48127  1.52657
In  -0.14554  -0.62467  -1.05353
C  -2.26399  1.81046  1.40001
H  -3.07987  0.01975  0.41443
H  2.03318  3.80184  -0.41597
C  0.07132  2.80386  -3.27405
H  -3.48023  3.05647  0.15036
C  1.19137  2.65780  1.19420
H  -0.23342  4.29077  1.51662
C  -2.53958  2.58605  2.68660
H  -2.52732  -4.13181  0.96145
C  2.54723  -4.79402  1.15584
C  -2.43460  2.73900  0.19922
H  -0.80128  -1.27543  4.67148
C  1.33209  2.97083  -0.29079
H  2.72623  1.53274  -4.11436
H  -2.52279  1.95159  3.56994
H  2.95014  -2.71959  -4.29396
H  1.44765  4.67762  1.84239
H  2.24717  -0.32022  2.83172
H  1.18631  -1.71855  2.58411
C  0.38186  1.16283  4.31424
Sb  -0.23289  0.99709  1.33572
H  -3.54813  3.00382  2.61523
H  5.11673  -0.65200  -0.32263
S  -3.65433  -3.88257  -1.42014
C  3.30033  -3.71477  0.72350
H  3.78886  0.12830  -4.27821
Te  1.37176  -0.70796  -3.55629
N  -2.24072  -0.36131  -2.02242
H  -1.85062  -5.50129  -1.26616
O  -1.57585  -4.34441  1.02847
C  0.59764  -3.49394  0.72947
H  -3.42465  -6.18144  -1.72709
O  2.81166  -0.30600  -0.41120
H  4.37969  -3.74330  0.72475
H  -1.85457  3.41914  2.83861
H  -2.18807  4.45056  -5.16628

(2)
Entry from the OMol25 dataset: a molecular structure, C26H34Br2KN6PS (ωB97M-V/def2-TZVPD).

Summary:
Relative energy (zero: lowest compared OMol25 entry of this formula, charge and spin), kJ/mol: 0.00
HOMO, eV: -6.753
Lowest unoccupied orbital energy, eV: 0.0330
Molar mass, g/mol: 692.55

Positions of all 71 atoms, in Å:
H  3.27499  -4.24651  -0.71033
H  0.26078  -2.75649  3.29903
H  0.88138  4.58222  2.44931
H  1.63347  -5.00429  1.08211
N  -2.39452  -0.72330  -0.52699
H  -5.45792  -2.85135  0.41952
C  2.50117  1.48684  -2.90991
H  -0.64724  -1.44465  2.56008
Br  1.03524  6.61259  -3.19303
C  -4.59224  -2.26139  0.14556
H  -4.20969  1.30404  2.70972
H  -0.95640  2.80850  4.66566
H  -0.87910  -3.77076  -1.27704
H  -1.49493  -2.76380  3.36551
C  3.29100  -0.52194  -2.17022
H  -1.98760  4.46683  3.10011
H  3.12725  -1.39015  -1.53984
C  2.00736  -3.97552  1.04126
H  -2.64644  1.39801  3.50806
H  -1.53867  4.22913  5.54385
H  -3.47329  -0.16293  3.34756
Br  6.12965  0.90096  -4.78687
C  4.45062  -0.42194  -2.92296
H  -1.72627  2.62292  -2.06465
H  -2.31246  -1.78310  -2.27809
P  0.70810  -2.90747  0.29393
H  -0.83338  5.68687  3.62464
H  -1.40006  5.04648  -2.48053
C  -4.12708  -1.28210  1.00539
C  4.59786  0.70285  -3.71261
H  0.37601  -4.95360  -1.00712
H  2.12472  -3.64660  2.07710
N  -1.54180  1.31324  1.17272
C  -0.14549  3.02247  1.75915
C  0.20516  -3.88750  -1.19108
C  1.42241  2.52606  -2.83144
H  5.20100  -1.19841  -2.89343
H  2.72904  4.19544  -3.24068
C  0.87730  -3.43742  -2.48314
C  -0.64117  -2.52378  2.72955
S  1.24910  2.61970  0.81503
C  -0.81173  3.87933  4.80721
C  -0.57780  4.35561  -2.59356
C  1.72126  3.86557  -3.03750
H  -4.27845  -3.21358  -1.77106
N  0.20576  2.09414  -2.50893
N  -0.04187  4.18333  2.46644
H  -0.74057  -4.37316  1.58705
H  3.71634  2.55294  -4.34062
H  0.69519  -2.37769  -2.67948
H  -4.63029  -1.10612  1.94284
C  -0.75785  2.99845  -2.37725
C  0.69244  4.78299  -2.92341
K  0.11950  0.20615  -0.49582
C  3.35191  -3.91632  0.32724
N  2.33042  0.39652  -2.16024
N  -1.29356  2.37836  1.98154
C  -3.01137  -0.51579  0.64841
C  -0.70240  -3.29173  1.41423
H  0.51337  -3.99887  -3.34529
H  4.08622  -4.55937  0.81430
C  3.61809  1.67835  -3.71513
C  -2.85355  -1.66464  -1.34322
H  -1.61857  -3.03316  0.87608
H  3.75542  -2.90171  0.32680
C  -0.97911  4.61379  3.48383
H  1.96028  -3.56812  -2.44642
C  -2.52934  0.57058  1.55720
C  -3.25667  0.78510  2.85256
C  -3.94777  -2.46731  -1.06222
H  0.18682  4.03621  5.21953

(3)
Entry from the OMol25 dataset: a molecular structure, C3H9Cl2N2O5Sn2 at a distorted geometry (ωB97M-V/def2-TZVPD).

Summary:
Relative energy (zero: lowest compared OMol25 entry of this formula, charge and spin), kJ/mol: 162.97
HOMO, eV: -18.671
Total charge: +3
Lowest unoccupied orbital energy, eV: -14.8318
Molar mass, g/mol: 461.44

Positions of all 23 atoms, in Å:
H  1.42490  -2.74503  2.11562
O  -0.23769  1.55451  -0.33520
N  0.45389  -0.19243  -2.61267
H  -0.39612  0.76562  0.21244
O  2.72016  -0.37629  0.37575
H  1.13446  -0.97990  2.23046
Cl  -3.62016  2.86360  3.15199
Sn  -1.47772  3.42077  -2.11492
O  1.58995  0.09958  -2.23077
H  -0.84107  -1.75448  -2.95056
Sn  2.44654  2.65979  -0.12306
H  0.53645  -1.84568  0.83636
N  2.61689  -1.50663  0.91267
C  -2.94227  1.88532  1.82156
H  -3.75180  1.28977  1.40725
O  -0.25978  0.50906  -3.31336
H  0.67407  -2.21853  -1.99440
H  -0.70795  -1.25997  -1.31359
Cl  -1.62989  0.87781  2.44479
C  -0.10502  -1.48903  -2.19404
C  1.34760  -1.81322  1.56189
O  3.51730  -2.27552  1.04529
H  -2.49275  2.53088  1.06651

(4)
Entry from the OMol25 dataset: a molecular structure, C20H40NP3RhS2 at a distorted geometry (ωB97M-V/def2-TZVPD).

Summary:
Relative energy (zero: lowest compared OMol25 entry of this formula, charge and spin), kJ/mol: 61.56
Multiplicity: 5
HOMO (alpha / beta), eV: -14.057 / -17.303
Total charge: +3
⟨S²⟩: 6.031
Lowest unoccupied orbital energy (alpha / beta), eV: -9.0011 / -13.0160
Molar mass, g/mol: 554.51

Positions of all 67 atoms, in Å:
C  -2.03892  -2.30924  3.38575
C  -0.63378  -2.40416  -1.26877
H  4.30700  -0.59415  -1.85761
H  -3.01026  1.27871  1.05160
P  0.07867  -1.92956  0.36501
S  3.55545  0.81528  2.46790
P  -2.32748  -1.26691  1.89869
H  2.07846  -3.22949  -0.16322
C  -1.67400  2.00885  -4.06851
H  3.81235  -1.11107  4.03445
C  3.12387  -0.58998  3.37399
H  2.14712  -0.73152  -2.86684
C  -3.98886  -0.50124  2.31508
H  2.30405  3.05287  -2.87257
H  -1.04532  1.18514  -0.80891
H  0.98067  4.47657  -0.30538
H  4.53493  -0.00950  -0.15983
H  -2.39649  0.47194  -2.68557
H  -1.14435  -2.01896  3.94800
H  0.28644  4.61656  -3.13134
H  2.91209  3.53550  -1.34181
H  -1.71814  -2.55896  -1.22318
H  2.01007  0.92167  -3.63369
C  1.80103  0.31347  -2.72599
C  -2.27881  2.10050  1.26629
H  -2.91972  -2.16356  4.01932
H  -4.69538  -0.29535  1.47451
H  -2.71608  -3.59687  0.82720
Rh  -0.82276  -0.02017  1.25283
C  -1.74213  1.35257  -2.83712
H  0.70393  0.28028  -2.54196
H  2.11461  -1.71108  -1.03190
C  -0.08742  -3.64212  1.20548
H  -1.09498  -4.07309  1.23178
H  -0.35204  -1.67036  -2.03711
H  -0.19829  -3.36573  -1.56548
P  2.64836  1.13087  -1.33950
H  -0.83104  2.91378  2.68134
C  -1.36423  2.00095  2.29839
N  1.16813  -0.01996  2.23630
H  -1.57470  1.15235  2.98089
H  -0.72966  3.64888  -5.11150
H  0.53256  -4.32375  0.62536
H  2.57168  -1.79831  0.69985
S  0.32711  3.36994  -0.20440
H  -4.42739  -1.33044  2.91136
H  1.51747  1.78933  1.26592
H  -2.21933  1.64251  -4.95537
C  -0.87377  3.13439  -4.15867
H  -2.00734  -3.38936  3.17573
H  5.01107  1.03495  -1.45868
H  1.32374  -1.88431  3.31744
H  0.35496  -3.66711  2.20820
C  4.28597  0.27339  -1.18842
H  -2.39581  3.02936  0.67673
H  -3.27746  -2.19831  -0.21544
C  -0.20480  3.64655  -3.05055
C  -0.96164  1.74112  -1.76566
C  -3.13946  -2.57261  0.81080
H  -4.15021  -2.65500  1.22207
C  1.83204  -0.95900  3.03638
C  -0.25709  2.99193  -1.79613
C  1.86275  -2.15777  -0.06065
C  1.93796  0.98043  1.85187
H  -3.86005  0.42025  2.90677
H  4.02598  2.70271  -2.50228
C  3.00869  2.73539  -2.08921